[1]
Entry from OMol25: 7 unconnected molecules or ions with the total composition C44H86Br2N4O10P in a non-equilibrium geometry (the ωB97M-V functional and the def2-TZVPD basis).

Geometry as ORCA input:
```
! wB97M-V def2-TZVPD RIJCOSX def2/J DEFGRID3
* xyz 1 1
C -1.90 -4.97 -0.13
C -1.16 -4.00 0.78
C 0.33 -4.31 0.68
O 1.19 -3.18 0.85
C 1.37 -2.67 2.12
N 1.36 -3.64 3.18
N 0.34 -1.70 2.55
C 0.36 -0.32 1.92
C 0.43 0.72 3.04
C -0.80 0.96 3.94
C -1.66 -0.22 4.35
C -2.92 0.25 5.09
N -3.78 1.02 4.20
C -4.55 0.47 3.22
C -5.22 1.48 2.64
C -4.86 2.67 3.26
C -3.98 2.35 4.23
P -1.24 -0.27 0.90
O -0.76 -0.64 -0.60
Br -1.86 1.87 0.79
C 1.59 -0.19 0.97
C 1.71 1.21 0.36
C 1.78 1.20 -1.18
O 0.83 2.11 -1.72
C 0.92 2.05 -3.16
C 0.02 1.00 -3.81
N 2.83 -0.62 1.62
C 4.00 -0.36 0.77
C 5.34 -0.87 1.28
C 5.85 -0.06 2.49
C 6.91 0.95 2.03
C 7.02 2.17 2.97
O 8.32 2.52 3.38
C 9.22 2.76 2.32
C 8.77 3.82 1.33
C 2.80 -1.97 2.11
Br 3.54 -1.94 3.96
H -1.67 -4.76 -1.16
H -1.63 -6.00 0.06
H -2.98 -4.86 -0.03
H -1.27 -3.02 0.33
H -1.53 -4.04 1.80
H 0.50 -4.64 -0.33
H 0.57 -5.18 1.30
H 1.97 -4.42 2.94
H 0.42 -3.98 3.36
H 0.49 -1.59 3.56
H -0.62 -2.05 2.47
H 1.24 0.40 3.70
H 0.75 1.68 2.67
H -0.41 1.38 4.86
H -1.43 1.74 3.53
H -2.02 -0.85 3.53
H -1.15 -0.88 5.05
H -3.49 -0.60 5.43
H -2.61 0.89 5.91
H -4.58 -0.58 3.02
H -5.93 1.36 1.83
H -5.22 3.64 3.02
H -3.48 3.01 4.91
H -1.55 -0.81 -1.13
H 1.46 -0.85 0.11
H 0.81 1.76 0.63
H 2.52 1.78 0.77
H 1.53 0.23 -1.60
H 2.76 1.55 -1.50
H 1.95 1.77 -3.40
H 0.73 3.03 -3.57
H -0.76 1.43 -4.41
H 0.60 0.33 -4.43
H -0.48 0.39 -3.05
H 4.16 0.69 0.61
H 3.80 -0.82 -0.21
H 6.03 -0.66 0.47
H 5.39 -1.94 1.42
H 6.38 -0.77 3.11
H 5.05 0.42 3.02
H 6.60 1.32 1.05
H 7.85 0.45 1.87
H 6.50 3.00 2.50
H 6.45 1.94 3.86
H 9.50 1.86 1.77
H 10.13 3.12 2.80
H 8.32 4.68 1.81
H 9.62 4.19 0.78
H 8.07 3.40 0.61
H 3.39 -2.64 1.50
C -2.36 1.68 -7.21
C -2.71 0.29 -6.73
O -1.91 -0.39 -6.14
C -4.11 -0.20 -7.01
H -1.34 1.91 -6.95
H -2.47 1.74 -8.30
H -3.01 2.42 -6.75
H -4.29 -0.22 -8.09
H -4.84 0.46 -6.54
H -4.23 -1.20 -6.61
C -3.23 4.36 -2.21
C -3.78 3.61 -3.37
O -4.00 4.14 -4.44
C -4.05 2.14 -3.14
H -3.07 5.40 -2.47
H -3.93 4.30 -1.37
H -2.27 3.92 -1.91
H -4.77 2.02 -2.33
H -3.12 1.64 -2.87
H -4.44 1.70 -4.04
C 1.60 6.06 2.65
C 1.59 4.80 1.81
O 2.36 3.89 2.03
C 0.59 4.73 0.69
H 2.37 5.98 3.42
H 1.82 6.92 2.02
H 0.63 6.19 3.13
H 0.76 5.54 -0.02
H -0.42 4.81 1.09
H 0.69 3.78 0.17
C -3.55 -5.48 -5.24
C -2.58 -5.96 -4.19
O -2.59 -5.52 -3.06
C -1.59 -7.01 -4.62
H -4.21 -4.73 -4.80
H -3.01 -5.03 -6.07
H -4.16 -6.31 -5.60
H -0.97 -6.63 -5.43
H -2.11 -7.91 -4.95
H -0.95 -7.27 -3.78
C -0.56 -5.14 -8.50
C -2.01 -5.10 -8.94
O -2.90 -4.84 -8.17
C -2.29 -5.38 -10.40
H -0.50 -4.91 -7.44
H -0.15 -6.13 -8.68
H 0.02 -4.40 -9.06
H -1.94 -6.39 -10.65
H -1.78 -4.65 -11.03
H -3.36 -5.32 -10.58
C -3.50 3.26 8.40
C -2.41 2.34 8.88
O -1.70 1.72 8.10
C -2.23 2.21 10.37
H -3.53 3.26 7.31
H -4.47 2.92 8.77
H -3.31 4.27 8.75
H -3.14 1.83 10.82
H -1.99 3.18 10.80
H -1.42 1.52 10.58
*
```

Calculated values
* E_tot: -8188.6801 Ha

Results of the Löwdin charge analysis, in e, for atoms 1 through 99: -0.094, -0.235, -0.178, -0.035, -0.552, 0.071, 0.152, -0.441, -0.149, -0.194, -0.194, -0.111, -0.119, -0.124, -0.124, -0.109, -0.119, 0.663, -0.324, 0.501, -0.272, -0.122, -0.207, -0.182, -0.227, -0.053, -0.118, -0.166, -0.198, -0.233, -0.174, -0.221, -0.131, -0.279, -0.077, -0.514, 0.801, 0.049, 0.088, 0.084, 0.069, 0.106, 0.132, 0.124, 0.110, 0.102, 0.154, 0.116, 0.120, 0.104, 0.127, 0.053, 0.069, 0.121, 0.129, 0.104, 0.119, 0.098, 0.097, 0.111, 0.072, 0.120, 0.031, 0.102, 0.116, 0.127, 0.105, 0.118, 0.047, 0.078, 0.057, 0.119, 0.140, 0.112, 0.097, 0.102, 0.082, 0.102, 0.115, 0.116, 0.117, 0.107, 0.117, 0.081, 0.075, 0.065, 0.110, -0.014, -0.503, 0.052, -0.018, 0.076, 0.089, 0.074, 0.088, 0.081, 0.079, -0.026, -0.506



[2]
Entry from OMol25: a gas-phase ion, C2H4N3O (charge +1) in a non-equilibrium geometry (the ωB97M-V functional and the def2-TZVPD basis).

Geometry as ORCA input:
```
! wB97M-V def2-TZVPD RIJCOSX def2/J DEFGRID3
* xyz 1 1
H -2.60 -0.72 0.57
N -1.89 -1.24 -0.02
N -0.92 -1.27 -0.58
N 0.35 -0.04 -0.45
C 0.47 0.75 0.79
C 1.11 -0.01 -1.41
O 1.80 -0.08 -2.29
H -0.03 1.70 0.94
H 0.17 0.07 1.56
H 1.52 0.84 0.88
*
```

Calculated values
* SMILES: [H]/N=N\[N+](C)=C=O
* ΔE to the lowest compared entry with this formula, charge and spin: 315.4 kJ/mol

Want to see where the charge sits? The Löwdin charges in e are: 0.214, 0.239, 0.180, -0.026, 0.001, -0.227, 0.341, 0.103, 0.082, 0.093



[3]
Entry from OMol25: 2 unconnected molecules or ions with the total composition C4H6O2 in a non-equilibrium geometry (the ωB97M-V functional and the def2-TZVPD basis).

Geometry as ORCA input:
```
! wB97M-V def2-TZVPD RIJCOSX def2/J DEFGRID3
* xyz 0 1
O 2.88 -1.11 0.50
C 2.35 -0.56 1.34
C -0.36 -0.11 -0.92
C -0.90 -0.65 0.41
O -0.96 0.66 0.98
C -0.29 1.22 -0.16
H -0.20 -1.29 0.95
H 0.59 -0.52 -1.27
H -1.08 -0.12 -1.74
H -1.89 -1.14 0.39
H 0.72 1.55 0.09
H -0.84 2.07 -0.58
*
```

Calculated values
* ΔE to the lowest compared entry with this formula, charge and spin: 189.8 kJ/mol

Want to see where the charge sits? The Löwdin charges in e are: 0.032, 0.028, -0.125, -0.205, -0.131, -0.202, 0.084, 0.092, 0.103, 0.114, 0.099, 0.113



[4]
Entry from OMol25: 16 unconnected molecules or ions with the total composition C48H128O48S16 in a non-equilibrium geometry (the ωB97M-V functional and the def2-TZVPD basis).

Geometry as ORCA input:
```
! wB97M-V def2-TZVPD RIJCOSX def2/J DEFGRID3
* xyz 0 1
O 10.17 1.02 -2.23
S 8.93 0.42 -2.61
O 8.64 -0.98 -2.46
O 7.77 1.28 -1.96
C 6.39 0.69 -1.96
C 5.29 1.67 -2.46
C 8.72 0.81 -4.35
H 6.28 0.48 -0.90
H 6.36 -0.20 -2.51
H 4.41 1.00 -2.57
H 5.63 2.19 -3.35
H 5.02 2.48 -1.79
H 9.27 0.12 -4.98
H 9.02 1.89 -4.50
H 7.67 0.79 -4.59
O 2.14 -1.90 -0.25
S 1.44 -0.68 -0.39
O 0.99 -0.35 -1.74
O 0.24 -0.71 0.59
C -0.76 0.31 0.38
C -1.93 -0.10 -0.56
C 2.52 0.60 0.25
H -0.35 1.31 0.22
H -1.27 0.31 1.37
H -2.23 -1.09 -0.22
H -1.60 -0.11 -1.65
H -2.72 0.62 -0.37
H 2.50 0.42 1.34
H 2.21 1.58 -0.11
H 3.50 0.33 -0.16
O 1.37 3.47 -0.62
S 0.90 3.65 -1.99
O -0.33 3.15 -2.51
O 1.07 5.23 -2.20
C 0.33 5.95 -3.30
C 1.26 7.01 -3.95
C 2.24 3.24 -3.18
H -0.51 6.47 -2.84
H -0.09 5.25 -4.04
H 1.81 7.62 -3.22
H 0.62 7.72 -4.50
H 2.02 6.50 -4.62
H 2.22 2.21 -3.38
H 3.14 3.59 -2.65
H 2.19 3.91 -4.06
O -1.66 -3.01 5.21
S -1.47 -3.66 3.98
O -0.55 -4.74 3.82
O -2.89 -4.24 3.50
C -4.03 -3.60 3.99
C -5.20 -4.48 3.66
C -1.03 -2.44 2.70
H -4.18 -2.63 3.50
H -3.88 -3.39 5.00
H -5.06 -5.51 3.91
H -5.25 -4.45 2.53
H -6.11 -4.09 3.99
H -1.67 -1.61 2.61
H -1.05 -2.98 1.77
H -0.03 -2.09 2.90
O -5.38 -0.43 -2.74
S -5.01 -1.82 -2.56
O -3.75 -2.14 -2.00
O -6.02 -2.51 -1.58
C -7.41 -2.61 -1.91
C -7.87 -3.39 -0.70
C -5.19 -2.69 -4.16
H -7.45 -3.09 -2.89
H -7.90 -1.62 -2.07
H -8.93 -3.52 -0.73
H -7.53 -2.88 0.17
H -7.39 -4.40 -0.73
H -4.15 -2.66 -4.58
H -5.86 -2.11 -4.83
H -5.50 -3.67 -4.03
O 0.37 -3.12 -4.92
S -0.65 -3.86 -4.26
O -1.92 -3.74 -4.85
O -0.42 -5.37 -4.39
C 0.99 -5.80 -4.18
C 1.72 -5.90 -5.52
C -0.88 -3.50 -2.60
H 0.83 -6.75 -3.63
H 1.49 -5.11 -3.49
H 2.72 -6.36 -5.29
H 1.87 -4.96 -6.02
H 1.15 -6.50 -6.21
H -1.67 -4.18 -2.22
H -1.21 -2.50 -2.58
H 0.02 -3.62 -1.94
O -4.25 1.77 7.06
S -3.52 0.68 6.35
O -4.17 -0.02 5.27
O -2.21 1.34 5.85
C -1.28 0.69 4.79
C -0.97 1.77 3.83
C -2.93 -0.53 7.52
H -1.86 -0.09 4.27
H -0.48 0.21 5.34
H -0.25 1.43 3.10
H -0.47 2.58 4.37
H -1.88 2.14 3.33
H -2.41 -1.29 6.91
H -3.79 -0.90 8.11
H -2.20 0.02 8.19
O 6.31 1.62 5.22
S 6.26 2.97 4.64
O 7.51 3.65 4.20
O 5.23 2.93 3.45
C 5.05 4.22 2.70
C 4.45 3.88 1.42
C 5.49 4.17 5.80
H 6.04 4.62 2.61
H 4.42 4.88 3.28
H 3.47 3.45 1.47
H 5.14 3.08 0.99
H 4.46 4.73 0.75
H 5.09 5.07 5.25
H 6.26 4.37 6.50
H 4.67 3.62 6.28
O -3.27 4.55 -0.52
S -2.38 4.40 0.66
O -1.46 3.31 0.67
O -1.48 5.73 0.88
C -2.03 7.09 0.95
C -0.99 7.94 0.17
C -3.46 4.46 2.10
H -2.08 7.32 2.04
H -3.02 7.07 0.52
H -1.33 8.92 -0.18
H -0.71 7.40 -0.76
H -0.10 8.11 0.75
H -4.18 3.65 2.04
H -3.96 5.40 2.05
H -2.85 4.51 2.99
O -2.18 4.14 -5.74
S -2.57 2.76 -5.53
O -3.53 2.12 -6.43
O -1.17 1.97 -5.47
C -1.22 0.57 -5.75
C -1.56 -0.29 -4.58
C -3.14 2.63 -3.85
H -0.19 0.33 -6.10
H -1.90 0.42 -6.58
H -1.39 -1.33 -4.86
H -2.58 -0.21 -4.19
H -0.77 -0.12 -3.84
H -3.52 1.63 -3.61
H -3.90 3.35 -3.67
H -2.20 2.87 -3.30
O 2.07 4.40 3.92
S 1.35 5.60 3.69
O -0.10 5.68 3.74
O 2.10 6.65 4.66
C 1.46 7.89 5.11
C 2.13 8.23 6.38
C 1.71 6.31 2.06
H 0.36 7.66 5.20
H 1.56 8.70 4.38
H 2.58 7.28 6.83
H 1.48 8.67 7.10
H 2.96 8.96 6.17
H 1.50 7.37 2.05
H 0.96 5.85 1.39
H 2.69 6.04 1.73
O 4.43 1.48 -5.60
S 4.12 0.05 -5.55
O 5.23 -0.84 -5.49
O 3.17 -0.17 -4.33
C 2.93 -1.51 -3.92
C 3.92 -2.04 -2.86
C 3.12 -0.32 -6.92
H 2.88 -2.25 -4.77
H 1.86 -1.50 -3.71
H 4.25 -1.59 -1.95
H 4.78 -2.37 -3.41
H 3.51 -2.98 -2.46
H 2.35 0.45 -7.04
H 2.74 -1.32 -6.90
H 3.70 -0.20 -7.80
O 1.56 -1.05 3.41
S 2.91 -1.14 3.96
O 3.26 -2.39 4.60
O 3.83 -0.89 2.73
C 5.21 -1.45 2.78
C 5.98 -0.65 1.82
C 3.19 0.17 5.21
H 5.14 -2.45 2.52
H 5.59 -1.38 3.79
H 5.30 -0.57 0.95
H 6.92 -1.22 1.60
H 6.23 0.28 2.27
H 2.56 0.07 6.12
H 3.02 1.11 4.70
H 4.23 0.11 5.46
O 2.43 -6.54 -0.43
S 1.34 -5.99 0.37
O 0.42 -5.05 -0.21
O 0.46 -7.14 1.08
C 1.25 -8.31 1.62
C 0.56 -9.01 2.75
C 2.17 -5.27 1.72
H 2.29 -8.03 1.78
H 1.31 -9.02 0.81
H 0.13 -8.38 3.53
H 1.27 -9.74 3.22
H -0.30 -9.52 2.39
H 2.78 -4.47 1.30
H 2.76 -6.06 2.15
H 1.52 -4.92 2.52
O -4.97 -1.13 1.17
S -4.67 0.17 1.81
O -3.37 0.36 2.39
O -4.76 1.30 0.79
C -5.95 1.46 -0.02
C -5.86 2.76 -0.83
C -5.81 0.38 2.99
H -6.82 1.32 0.63
H -5.94 0.63 -0.71
H -5.89 3.66 -0.19
H -6.57 2.80 -1.68
H -4.89 2.81 -1.36
H -5.71 -0.41 3.67
H -6.82 0.25 2.55
H -5.83 1.36 3.45
O -5.11 -8.13 -2.44
S -4.94 -6.76 -2.94
O -5.91 -6.11 -3.82
O -4.74 -5.76 -1.76
C -3.81 -6.17 -0.68
C -3.67 -4.96 0.21
C -3.38 -6.70 -3.70
H -2.85 -6.47 -1.13
H -4.19 -7.07 -0.20
H -3.35 -4.10 -0.37
H -2.93 -5.09 1.03
H -4.65 -4.75 0.67
H -3.45 -7.41 -4.51
H -2.61 -7.06 -3.07
H -3.26 -5.66 -4.04
*
```

Calculated values
* ΔE to the lowest compared entry with this formula, charge and spin: 179.8 kJ/mol

Results of the Löwdin charge analysis, in e, for atoms 1 through 99: -0.278, 0.575, -0.289, -0.260, -0.190, -0.051, -0.109, 0.100, 0.077, 0.065, 0.077, 0.057, 0.069, 0.093, 0.038, -0.269, 0.552, -0.284, -0.250, -0.238, -0.034, -0.080, 0.094, 0.090, 0.072, 0.077, 0.065, 0.060, 0.034, 0.050, -0.308, 0.620, -0.271, -0.299, -0.200, -0.068, -0.064, 0.102, 0.112, 0.072, 0.085, 0.091, 0.038, 0.062, 0.080, -0.269, 0.602, -0.270, -0.240, -0.290, -0.035, -0.075, 0.115, 0.091, 0.081, 0.077, 0.058, 0.030, 0.069, 0.024, -0.299, 0.575, -0.279, -0.279, -0.244, -0.046, -0.072, 0.113, 0.137, 0.070, 0.072, 0.097, 0.069, 0.087, 0.014, -0.254, 0.470, -0.277, -0.249, -0.200, -0.059, -0.102, 0.135, 0.110, 0.100, 0.053, 0.079, 0.081, 0.042, 0.075, -0.314, 0.580, -0.310, -0.271, -0.160, -0.064, -0.119, 0.085, 0.113



[5]
Entry from OMol25: 13 unconnected molecules or ions with the total composition H26O13 in a non-equilibrium geometry (the ωB97M-V functional and the def2-TZVPD basis).

Geometry as ORCA input:
```
! wB97M-V def2-TZVPD RIJCOSX def2/J DEFGRID3
* xyz 0 1
O -0.45 -0.37 -0.29
H -0.77 0.50 0.04
H 0.46 -0.38 0.01
O 2.91 -2.32 -1.66
H 2.42 -2.84 -2.29
H 2.37 -2.42 -0.88
O 1.07 2.65 1.37
H 0.82 2.42 0.50
H 2.01 2.53 1.31
O 1.85 -3.44 0.73
H 1.91 -2.66 1.19
H 1.52 -4.07 1.38
O -3.23 -1.14 0.04
H -3.18 -0.68 -0.83
H -2.30 -1.05 0.29
O -1.90 1.98 0.76
H -1.41 2.34 1.50
H -2.68 1.79 1.31
O 0.23 -1.45 -2.78
H -0.34 -1.33 -3.51
H -0.25 -1.06 -2.04
O 0.27 2.71 -1.20
H 0.57 2.02 -1.76
H -0.68 2.90 -1.40
O -2.63 3.41 -1.57
H -3.37 3.14 -2.12
H -2.61 2.66 -0.90
O -0.75 0.23 2.87
H -0.07 0.75 3.31
H -0.60 -0.41 3.58
O 1.96 0.67 -2.31
H 2.49 0.21 -1.63
H 1.41 0.08 -2.81
O -1.10 -2.46 2.08
H -0.74 -1.59 2.12
H -1.32 -2.69 1.19
O 1.85 -0.50 1.22
H 1.50 -0.01 1.98
H 2.74 -0.14 1.20
*
```

Calculated values
* ΔE to the lowest compared entry with this formula, charge and spin: 183.9 kJ/mol

Want to see where the charge sits? The Löwdin charges in e are: -0.071, 0.027, 0.012, -0.044, 0.023, -0.019, -0.030, -0.051, 0.032, -0.013, -0.051, 0.064, -0.070, 0.051, -0.028, -0.050, 0.048, 0.088, -0.039, 0.029, 0.016, -0.044, -0.006, 0.028, -0.075, 0.044, 0.026, -0.038, 0.049, 0.067, -0.055, 0.040, -0.002, -0.030, -0.037, 0.022, -0.032, 0.040, 0.079



[6]
Entry from OMol25: 2 unconnected molecules or ions with the total composition C10H15N2O5S in a non-equilibrium geometry (the ωB97M-V functional and the def2-TZVPD basis).

Geometry as ORCA input:
```
! wB97M-V def2-TZVPD RIJCOSX def2/J DEFGRID3
* xyz 1 1
O 0.42 -0.55 -1.32
C -0.04 -0.50 -2.64
C -1.58 -0.78 -2.76
N -2.33 0.06 -1.82
S -4.04 -0.20 -1.98
C -2.08 1.51 -2.00
C -0.60 1.90 -2.31
N 0.15 0.91 -3.15
H 1.21 0.00 -1.20
H 0.55 -1.23 -3.23
H -1.78 -1.85 -2.66
H -1.85 -0.47 -3.80
H -4.36 0.02 -3.31
H -2.79 1.97 -2.73
H -2.33 1.99 -1.03
H -0.07 1.98 -1.34
H -0.53 2.88 -2.82
H -0.18 0.91 -4.12
H 1.15 1.13 -3.16
C 0.71 0.10 2.48
C 1.97 -0.17 2.15
C 2.85 -0.99 3.03
O 3.99 -1.22 2.67
C 2.30 -1.48 4.29
C 1.04 -1.20 4.63
C 0.15 -0.41 3.73
O -1.00 -0.20 4.07
O 0.51 -1.64 5.78
O 2.52 0.28 1.00
H 0.06 0.69 1.85
H 2.96 -2.05 4.93
H -0.41 -1.31 5.78
H 3.43 -0.05 1.00
*
```

Calculated values
* E_tot: -1273.6496 Ha

Want to see where the charge sits? The Löwdin charges in e are: 0.029, -0.290, -0.186, -0.513, 0.813, -0.227, -0.076, 0.094, 0.093, 0.174, 0.135, 0.128, -0.102, 0.106, 0.133, 0.134, 0.148, 0.186, 0.191, 0.077, -0.229, -0.316, 0.121, 0.085, -0.230, -0.309, 0.127, 0.121, 0.073, 0.129, 0.142, 0.121, 0.117